Record 1
The following is a quantum chemistry calculation of 2 unconnected molecules or ions with the total composition CH6N4S, from the OMol25 dataset.

Summary:
electronic energy = -17926.7775 eV
F_max = 3.26 eV Å⁻¹
ΔE to the lowest compared entry with this formula, charge and spin = 195.3 kJ/mol
lowest unoccupied orbital energy (spin up / spin down) = -1.0 / -1.0 eV

Geometry as ORCA input:
```
! RIJCOSX wB97M-V def2-TZVPD def2/J DEFGRID3
* xyz 0 1
H 1.4049 1.8742 -1.0569
N 0.8810 2.0308 -0.1739
C 0.7823 1.1345 0.6693
N 1.0822 -0.2470 0.3916
S 1.6700 -0.5349 -1.1319
N 0.6902 -1.0616 1.2659
H 0.7485 -1.9929 0.6835
H 0.5962 1.3869 1.7264
N -1.8175 -0.7960 -0.4896
H -1.5189 -0.5136 -1.5152
H -1.8454 0.0966 0.1070
H -2.6733 -1.3770 -0.4763
*
```

And the natural (NBO) charges, in e, turn out to be: H 0.391; N -0.564; C 0.225; N -0.218; S -0.119; N -0.279; H 0.354; H 0.205; N -1.133; H 0.384; H 0.374; H 0.380


Record 2
The following is a quantum chemistry calculation of a molecular structure, C25H64CdN5O6, from the OMol25 dataset.

Summary:
electronic energy = -51253.8581 eV
F_max = 2.65 eV Å⁻¹
lowest unoccupied orbital energy = -2.8 eV

Geometry as ORCA input:
```
! RIJCOSX wB97M-V def2-TZVPD def2/J DEFGRID3
* xyz 1 1
Cd -0.6159 -1.3962 1.7931
O -0.1782 -1.1277 -0.1298
H 0.6404 -0.6895 -0.4410
C -3.1032 1.6482 -5.3608
C -2.3370 2.1852 -4.1792
C -2.6452 1.4188 -2.8943
C -1.6145 1.7326 -1.7886
C -0.2126 1.4315 -2.3556
C 0.1378 2.2387 -3.5720
N -0.9505 1.9881 -4.5034
O -0.6068 2.8351 -5.6587
C 0.3441 3.7451 -3.3611
C 1.3952 1.6511 -4.1567
C -2.8125 3.6718 -4.0284
H -2.6906 0.6565 -5.6177
H -3.1767 2.2796 -6.2457
H -4.1266 1.3642 -5.0523
H -3.6646 1.7199 -2.5550
H -2.6192 0.3266 -3.0243
H -1.7366 1.0855 -0.9102
H -1.6463 2.8089 -1.5534
H -0.0429 0.3620 -2.4658
H 0.5418 1.7511 -1.6308
H 1.1562 3.9045 -2.6967
H 0.5937 4.2301 -4.2872
H -0.5229 4.2408 -2.8627
H 2.3351 1.8045 -3.6005
H 1.2822 0.5755 -4.3566
H 1.5268 2.0749 -5.1518
H -3.8602 3.6725 -4.2538
H -2.3374 4.3548 -4.7292
H -2.7514 3.9936 -2.9660
H -0.3068 2.2144 -6.3198
C 4.1877 1.1200 2.6518
C 2.7730 0.5911 2.8742
C 1.7512 1.2655 1.9385
O 1.8121 2.6611 2.2215
C 0.9111 3.3896 1.3160
N 2.5201 -0.8435 3.0103
H 4.5592 0.8533 1.6791
H 4.8496 0.5583 3.3072
H 4.3749 2.1494 2.8629
H 2.4344 0.9608 3.8507
H 0.7204 0.9138 2.1909
H 1.8757 0.9856 0.8733
H 1.1284 3.1626 0.2804
H 1.0847 4.4544 1.4421
H -0.1227 3.1045 1.5369
H 3.1033 -1.2946 3.7062
H 2.8130 -1.2434 2.1115
C -4.2291 -1.9677 1.9188
C -3.7154 -2.7615 0.7452
C -3.7574 -2.0312 -0.6219
O -5.0803 -1.6135 -0.9057
C -5.4040 -1.5259 -2.2856
N -2.3017 -3.0220 1.0764
H -3.6890 -1.0079 2.0201
H -4.1046 -2.4699 2.8687
H -5.2975 -1.6853 1.8731
H -4.2952 -3.7040 0.6509
H -3.4753 -2.6887 -1.4492
H -3.0798 -1.1327 -0.5937
H -5.5171 -2.5019 -2.7616
H -4.6156 -0.9840 -2.7880
H -6.3714 -0.9989 -2.3488
H -2.2643 -3.8765 1.6871
H -1.7502 -3.2693 0.2660
C 3.2450 -0.9251 -1.7560
C 3.3005 -2.3764 -1.2291
C 4.7669 -2.8288 -0.9998
O 5.5133 -2.5397 -2.1582
C 6.8487 -2.9375 -1.9670
N 2.5432 -2.4588 0.0039
H 3.4641 -0.1678 -0.9971
H 2.3321 -0.4799 -2.1841
H 4.0321 -0.8645 -2.5310
H 2.9542 -3.0872 -1.9883
H 4.7406 -3.8898 -0.7293
H 5.1721 -2.2958 -0.1384
H 7.0350 -3.8846 -1.4101
H 7.4374 -2.1849 -1.4434
H 7.3243 -3.0802 -2.9314
H 2.6833 -3.3592 0.4403
H 1.5568 -2.4811 -0.1729
C -1.8883 0.5848 4.0197
C -0.6558 -0.0571 4.7043
C -0.9138 -0.5503 6.1660
O 0.2566 -0.9934 6.7335
C 0.0218 -1.5657 8.0015
N -0.1026 -1.2241 3.9324
H -1.5522 1.0396 3.0579
H -2.3497 1.3449 4.6584
H -2.6330 -0.1853 3.7918
H 0.1578 0.7020 4.7909
H -1.6963 -1.3796 6.1341
H -1.4081 0.1952 6.8012
H -0.7527 -0.9617 8.5008
H 0.9602 -1.6786 8.5456
H -0.3626 -2.5470 7.8263
H 0.9035 -1.1537 3.6897
H -0.1577 -2.0294 4.5487
*
```

Atom charges from the Mulliken analysis, given in e for atoms 1 to 99: Cd 1.046; O -0.350; H 0.087; C -2.056; C 2.005; C -1.252; C -0.533; C -0.899; C 2.293; N 0.075; O -0.519; C -1.763; C -2.276; C -1.866; H 0.480; H 0.351; H 0.428; H 0.523; H 0.306; H -0.185; H 0.407; H 0.434; H -0.230; H 0.534; H 0.371; H 0.332; H 0.263; H 0.435; H 0.589; H 0.548; H 0.315; H 0.380; H 0.339; C -1.676; C 0.010; C 0.953; O -0.466; C -0.575; N -0.490; H 0.302; H 0.465; H 0.371; H 0.204; H -0.645; H 0.099; H 0.185; H 0.365; H 0.187; H 0.293; H 0.048; C -1.510; C 0.303; C -0.077; O -0.370; C -0.551; N -0.673; H 0.158; H 0.410; H 0.419; H 0.281; H 0.476; H -0.147; H 0.336; H 0.163; H 0.255; H 0.280; H 0.286; C -1.057; C 0.371; C -0.812; O -0.314; C -0.792; N -0.324; H 0.136; H 0.136; H 0.499; H 0.215; H 0.417; H 0.334; H 0.304; H 0.316; H 0.272; H 0.283; H -0.021; C -1.456; C 1.248; C -1.140; O -0.303; C -0.760; N -0.151; H 0.085; H 0.509; H 0.212; H -0.025; H 0.386; H 0.562; H 0.318; H 0.232; H 0.338


Record 3
The following is a quantum chemistry calculation of 4 unconnected molecules or ions with the total composition C23H30Br2F9N2O15P2S, from the OMol25 dataset.

Summary:
electronic energy = -251976.4725 eV
F_max = 3.11 eV Å⁻¹
ΔE to the lowest compared entry with this formula, charge and spin = 0.0 kJ/mol
lowest unoccupied orbital energy = -3.2 eV

Geometry as ORCA input:
```
! RIJCOSX wB97M-V def2-TZVPD def2/J DEFGRID3
* xyz 1 1
C -5.0484 4.2342 2.3657
C -4.4240 4.5097 1.3688
C -3.5467 4.6667 0.1969
N -2.2762 3.9077 0.3663
C -1.6241 4.2613 1.6933
N -1.6743 5.6657 1.9733
C -0.1280 3.7893 1.7118
P 0.4130 3.3582 3.4591
P 1.8578 4.8858 4.0573
O 3.0948 4.7418 3.3184
O 2.2197 4.7432 5.6237
O 1.2746 6.3790 3.7207
O 0.1672 2.7321 0.8125
C -0.1981 3.0156 -0.5369
C -0.6816 1.6536 -1.1401
C -0.7345 0.5256 -0.0914
C -1.5309 -0.6432 -0.7168
F -2.8405 -0.2343 -0.7879
Br -0.8679 -1.2024 -2.4503
C -1.5341 -1.8840 0.2239
F -0.3007 -2.3898 0.2778
F -1.8533 -1.4277 1.4541
Br -2.8675 -3.1991 -0.2350
S 1.4096 3.3878 -1.4019
O 2.2547 2.2872 -1.0712
O 1.2664 3.4719 -2.8225
C 2.2493 4.8800 -0.6860
F 3.2399 5.1403 -1.5107
F 2.7839 4.6371 0.4733
F 1.4690 5.9622 -0.6449
C -1.2415 4.1490 -0.6878
C -1.8225 4.2455 -2.1271
C -2.0668 5.7251 -2.5670
H -5.5674 3.7923 3.1886
H -4.1352 4.3149 -0.6569
H -3.3615 5.7262 0.0080
H -2.5287 2.9135 0.4175
H -2.1339 3.7432 2.5097
H -1.7052 5.8475 2.9648
H -0.9293 6.1897 1.5282
H 0.5143 4.6418 1.4251
H -0.7009 3.5099 4.3358
H 1.4007 4.8407 6.1394
H 0.3181 6.3820 3.8615
H -1.6829 1.7321 -1.5810
H 0.0014 1.3985 -1.9565
H 0.2499 0.1209 0.1581
H -1.3179 0.7991 0.7917
H -0.8415 5.1506 -0.4878
H -1.1387 3.8191 -2.8672
H -2.7524 3.6683 -2.2079
H -3.0923 6.0124 -2.3199
H -1.9756 5.7390 -3.6574
H -1.3102 6.4072 -2.1681
C 2.2205 -3.6732 0.4090
C 3.5318 -3.4820 1.1246
O 4.1930 -4.7124 0.8910
C 3.7239 -5.1817 -0.2994
O 4.2394 -6.0420 -0.9312
O 2.5928 -4.5306 -0.6721
F 3.3501 -3.3251 2.4582
H 1.4767 -4.1738 1.0307
H 1.8055 -2.7421 0.0430
H 4.1417 -2.6611 0.7420
C 6.3879 -6.9973 -2.9176
C 6.7489 -8.4546 -3.0215
O 7.9744 -8.4241 -3.7307
C 8.5668 -7.2298 -3.4277
O 9.7056 -6.9770 -3.6279
O 7.6765 -6.3751 -2.8598
F 5.8352 -9.1435 -3.7518
H 5.8516 -6.6407 -3.7992
H 5.8003 -6.7681 -2.0309
H 6.8962 -8.9531 -2.0614
C -6.1172 -7.3014 -0.2056
C -4.9458 -6.3584 -0.1216
O -5.3005 -5.5131 0.9535
C -6.0950 -6.2587 1.7863
O -6.3550 -5.9641 2.9003
O -6.5332 -7.3815 1.1596
F -4.8265 -5.6053 -1.2483
H -6.9304 -6.8976 -0.8111
H -5.8432 -8.2810 -0.5905
H -3.9911 -6.8427 0.0939
*
```

And the Mulliken charges, in e, turn out to be: C -0.032; C -1.206; C -0.093; N 0.191; C -1.411; N -0.373; C 0.479; P -0.320; P 0.888; O -0.575; O -0.470; O -0.483; O 0.090; C 0.374; C -1.894; C -0.591; C 0.288; F -0.343; Br -0.025; C 0.333; F -0.064; F -0.206; Br -0.040; S 1.514; O -0.666; O -0.668; C 0.698; F -0.207; F -0.148; F -0.225; C -0.785; C -0.961; C -1.494; H 0.437; H 0.534; H 0.477; H 0.543; H 0.991; H 0.297; H 0.280; H -0.006; H 0.073; H 0.331; H 0.331; H 0.562; H 0.845; H 0.450; H 0.347; H 0.583; H 0.689; H 0.493; H 0.386; H 0.441; H 0.342; C -0.026; C 0.341; O -0.316; C 0.619; O -0.569; O -0.320; F -0.280; H 0.176; H -0.004; H 0.321; C -0.100; C 0.299; O -0.314; C 0.650; O -0.497; O -0.312; F -0.278; H 0.213; H 0.120; H 0.297; C -0.445; C 0.303; O -0.212; C 0.559; O -0.479; O -0.309; F -0.286; H 0.285; H 0.288; H 0.277


Record 4
The following is a quantum chemistry calculation of a molecular structure, C25H34AlBBr2ClF2KLiMgN3O8, from the OMol25 dataset.

Summary:
electronic energy = -234584.5962 eV
F_max = 7.24 eV Å⁻¹
lowest unoccupied orbital energy = -9.6 eV

Geometry as ORCA input:
```
! RIJCOSX wB97M-V def2-TZVPD def2/J DEFGRID3
* xyz 2 1
N 0.6829 -1.0801 1.9243
C 1.1050 -2.0674 0.8944
C 2.0636 -1.2364 -0.1874
C 1.5443 -1.3392 -1.7290
C 0.1271 -0.6371 -2.0221
C -0.2022 0.6257 -1.1053
C -1.6027 0.7718 -0.3802
C -2.7883 -0.2627 -0.5037
C -3.2999 -0.8540 -1.8756
C -4.4994 -1.8699 -2.0161
C -5.2655 -2.3197 -0.7319
C -4.7771 -1.7444 0.6337
C -3.5697 -0.7365 0.7724
C -1.8771 2.0291 0.5287
C -0.8421 3.1699 0.7652
C 0.5231 3.0637 0.0397
C 0.7794 1.8209 -0.8570
C 2.2379 2.0052 -1.4716
O 2.8629 1.3960 -2.3701
N 2.7810 3.1951 -0.7517
B 3.2736 4.0059 -1.9748
N 2.3499 4.6516 -2.9473
O 4.7198 4.0645 -2.1129
C 1.8186 3.9992 0.0367
O 1.9570 5.0975 0.6057
H 1.5480 -0.5403 2.1907
H 0.4252 -1.6515 2.7513
H 1.7774 -2.8882 1.4284
H 0.2375 -2.5208 0.2614
H 3.1005 -1.8019 -0.1532
H 2.2839 -0.1775 0.1788
H 2.3722 -1.0148 -2.4691
H 1.3910 -2.4884 -1.9533
H -0.6886 -1.4348 -1.8345
H -0.0066 -0.3092 -3.1258
H -2.7439 -0.4814 -2.8193
H -4.7597 -2.2339 -3.0774
H -6.1450 -3.0313 -0.8565
H -5.3801 -2.0698 1.5595
H -3.3083 -0.3481 1.8191
H -2.8965 2.1243 1.0540
H -1.0472 4.0569 1.4525
H 2.2663 3.9931 -3.7399
H 1.3901 4.7486 -2.5800
H 5.0788 3.2560 -1.6628
K 1.8084 -3.8160 -0.1826
Br 5.3177 -6.2212 -1.4823
C 5.4122 -6.1014 -3.4264
C 6.1329 -4.8503 -3.8608
Br 4.9895 -3.2794 -3.6817
H 4.3898 -6.1617 -3.7993
H 5.9606 -6.9914 -3.7394
H 6.3841 -4.8999 -4.9214
H 7.0380 -4.6520 -3.2868
F -6.9745 -1.2709 -2.3640
Al -7.1229 0.4083 -0.9543
O -0.6403 4.2698 -2.3281
C -1.1007 5.3464 -2.8984
C -2.6931 5.4080 -2.7388
O -3.1424 6.4965 -3.3360
H -0.9116 5.4609 -4.0183
H -0.7212 6.3145 -2.5179
H -2.8786 5.3150 -1.6546
H -3.0711 4.4404 -3.1120
F 2.8701 -0.5707 3.2441
C -0.3047 0.2413 5.2180
O -1.2360 -0.0987 6.2529
C -0.9802 -1.2575 6.8677
O -0.0506 -2.0088 6.6178
O -1.9153 -1.4496 7.8031
C -1.7665 -2.6604 8.5501
H -0.6124 1.1968 4.7933
H 0.7024 0.3529 5.6249
H -0.3191 -0.5092 4.4235
H -0.8187 -2.6647 9.0924
H -1.8407 -3.5308 7.8933
H -2.5788 -2.7065 9.2755
Cl -1.8891 5.7481 -5.4875
Li -0.0890 -3.2915 4.9727
Mg -2.3454 -2.9418 -2.4266
*
```

And the Mulliken charges, in e, turn out to be: N -0.025; C -1.233; C -1.159; C 0.044; C 0.763; C 0.356; C 0.398; C 0.522; C -0.912; C -0.292; C -0.547; C -0.669; C -0.450; C -0.418; C -0.893; C 0.085; C 0.755; C 0.073; O -0.656; N 0.061; B 0.537; N -0.572; O -0.548; C 0.082; O -0.553; H 0.269; H -0.156; H 0.569; H 0.421; H 0.539; H 0.233; H 0.149; H 0.152; H -1.393; H 0.459; H 0.547; H 0.551; H 0.421; H 0.368; H 0.473; H 0.440; H 0.488; H 0.311; H 0.154; H 0.331; K 1.023; Br -0.149; C -0.582; C -0.517; Br -0.132; H 0.355; H 0.347; H 0.337; H 0.383; F -0.618; Al 0.692; O -0.307; C -0.108; C -0.291; O -0.351; H 0.203; H 0.409; H 0.316; H 0.307; F -0.875; C -0.153; O -0.337; C 0.891; O -0.749; O -0.308; C -0.581; H 0.283; H 0.356; H -0.150; H 0.314; H 0.252; H 0.240; Cl -0.222; Li 0.944; Mg 0.705


Record 5
The following is a quantum chemistry calculation of 2 unconnected molecules or ions with the total composition C3H10BNO, from the OMol25 dataset.

Summary:
electronic energy = -7485.1921 eV
F_max = 5.52 eV Å⁻¹
ΔE to the lowest compared entry with this formula, charge and spin = 360.2 kJ/mol
lowest unoccupied orbital energy = 0.1 eV

Geometry as ORCA input:
```
! RIJCOSX wB97M-V def2-TZVPD def2/J DEFGRID3
* xyz 0 1
B -1.2309 -0.0259 0.0890
C -2.3266 -0.0560 -0.9559
C 1.7445 0.0514 0.4124
C 0.7000 -1.5190 -1.2838
N 0.8296 -0.1972 -0.7994
O -1.1458 -0.1742 1.4072
H -3.2012 0.2493 -0.5821
H -2.3636 -1.0480 -1.3373
H -1.9639 0.6485 -1.7145
H 2.7242 -0.3640 0.2006
H 1.7844 1.0770 0.6206
H 1.3898 -0.4179 1.2906
H 0.8610 -2.3080 -0.5926
H -0.2293 -1.6093 -1.8214
H 1.5837 -1.6129 -2.0927
H -1.9446 -0.3777 1.9442
*
```

And the natural (NBO) charges, in e, turn out to be: B 1.143; C -1.084; C -0.425; C -0.422; N -0.617; O -0.911; H 0.231; H 0.264; H 0.273; H 0.177; H 0.192; H 0.168; H 0.159; H 0.183; H 0.157; H 0.510


Question: electronic energy of number 3 (C23H30Br2F9N2O15P2S)?
Answer: -251976.4725 eV


Question: Which formula does entry 1 have?
Answer: CH6N4S